Record 1
ORCA calculation (ωB97M-V/def2-TZVPD) on 5 unconnected molecules or ions with the total composition C15H41N3O5P.

Lowest unoccupied orbital energy (eV): -4.17
Total charge: +1
Energy (eV): -40207.8963
Relative energy (zero: lowest compared OMol25 entry of this formula, charge and spin) (kcal per mole): 0.0
Frontier orbital gap (eV): 7.69
Highest occupied orbital energy (eV): -11.862

Cartesian coordinates (Å):
P 0.051 -0.552 1.416
O -1.597 4.941 1.636
O 3.080 -2.211 4.061
O -1.459 1.898 -3.766
O -0.228 -4.005 0.876
O -2.344 -5.849 -0.436
N 1.382 0.080 1.955
N 1.595 6.563 0.652
N -0.067 2.628 0.376
C -0.392 0.796 -0.980
C 0.467 3.865 0.957
C -1.048 0.498 0.393
C -1.204 1.896 0.997
C 5.157 -1.124 3.376
C 0.163 6.434 0.796
C 0.854 -4.950 1.045
C 0.336 -6.324 1.400
C -0.503 5.027 0.739
C -1.676 3.024 -5.927
C -2.385 2.367 -4.764
C -2.606 -4.580 -2.503
C -3.280 -5.253 -1.322
C 0.328 2.060 -0.700
C 4.156 -2.237 3.133
H -1.998 -5.298 -3.053
H 4.633 -3.210 3.245
H -1.760 -5.156 -0.102
H 0.248 -1.714 0.656
H 1.150 -7.043 1.498
H 1.370 -4.960 0.086
H 1.547 -4.572 1.801
H -1.277 4.908 2.546
H -0.973 2.333 -6.390
H 2.125 6.281 1.463
H 4.677 -0.149 3.269
H -0.703 -3.981 1.716
H 5.566 -1.194 4.384
H -2.397 3.342 -6.681
H 2.631 -1.364 3.950
H -1.951 -3.772 -2.164
H 1.453 4.048 0.532
H 1.129 2.489 -1.292
H -0.344 -6.682 0.628
H 0.315 0.022 -1.301
H -3.346 -4.156 -3.185
H -2.122 2.381 0.659
H 1.567 1.035 1.685
H -0.956 2.671 -3.489
H -3.913 -4.536 -0.784
H 1.990 6.164 -0.186
H 5.980 -1.178 2.662
H -0.824 -0.962 2.443
H -0.314 7.050 0.032
H -1.125 3.910 -5.601
H -3.105 3.050 -4.307
H -0.976 4.889 -0.239
H -1.141 1.964 2.082
H -2.004 -0.015 0.278
H -3.925 -6.063 -1.662
H -0.206 -6.303 2.349
H -0.123 6.866 1.757
H 0.592 3.667 2.026
H 3.764 -2.173 2.110
H -1.098 0.885 -1.814
H -2.925 1.479 -5.088

Löwdin atomic charges, in units of e:
1. P 0.76
2. O -0.02
3. O -0.10
4. O -0.11
5. O -0.15
6. O -0.09
7. N -0.26
8. N 0.01
9. N -0.04
10. C -0.11
11. C -0.06
12. C -0.38
13. C -0.09
14. C -0.09
15. C -0.20
16. C -0.28
17. C -0.08
18. C -0.34
19. C -0.08
20. C -0.30
21. C -0.09
22. C -0.32
23. C 0.03
24. C -0.34
25. H 0.08
26. H 0.11
27. H 0.03
28. H 0.01
29. H 0.08
30. H 0.12
31. H 0.11
32. H 0.11
33. H 0.08
34. H 0.08
35. H 0.06
36. H 0.09
37. H 0.08
38. H 0.08
39. H 0.05
40. H 0.06
41. H 0.13
42. H 0.17
43. H 0.06
44. H 0.13
45. H 0.07
46. H 0.15
47. H -0.05
48. H 0.07
49. H 0.11
50. H 0.07
51. H 0.07
52. H 0.02
53. H 0.12
54. H 0.07
55. H 0.11
56. H 0.15
57. H 0.14
58. H 0.13
59. H 0.11
60. H 0.08
61. H 0.13
62. H 0.15
63. H 0.09
64. H 0.12
65. H 0.12

***

Record 2
ORCA calculation (ωB97M-V/def2-TZVPD) on 2 unconnected molecules or ions with the total composition C6H12.

Lowest unoccupied orbital energy (eV): 0.41
Energy (eV): -6412.0065
Relative energy (zero: lowest compared OMol25 entry of this formula, charge and spin) (kcal per mole): 113.8
Frontier orbital gap (eV): 8.59
Highest occupied orbital energy (eV): -8.178

Cartesian coordinates (Å):
C 2.647 -0.055 -0.720
C -1.941 -1.473 -0.003
C 1.288 -0.210 -0.103
C -1.877 0.943 0.484
C 2.030 1.088 0.037
C -1.734 -0.111 -0.549
H -1.807 -1.622 1.082
H -2.915 1.290 0.329
H 1.672 1.943 -0.530
H -1.253 1.817 0.265
H -1.773 0.649 1.542
H -1.393 -2.236 -0.568
H 2.446 1.338 1.009
H -3.005 -1.659 -0.239
H 0.436 -0.227 -0.782
H 2.704 0.019 -1.802
H 1.183 -0.842 0.776
H 3.480 -0.579 -0.261

Löwdin atomic charges, in units of e:
1. C -0.17
2. C -0.19
3. C -0.19
4. C -0.18
5. C -0.17
6. C -0.10
7. H 0.07
8. H 0.09
9. H 0.09
10. H 0.07
11. H 0.07
12. H 0.07
13. H 0.09
14. H 0.10
15. H 0.05
16. H 0.10
17. H 0.10
18. H 0.09

***

Record 3
ORCA calculation (ωB97M-V/def2-TZVPD) on a molecular structure, C3H4O3 in a non-equilibrium geometry.

Lowest unoccupied orbital energy (alpha / beta) (eV): -1.85 / -1.84
Energy (eV): -9312.5189
Relative energy (zero: lowest compared OMol25 entry of this formula, charge and spin) (kcal per mole): 142.6
Frontier orbital gap (alpha / beta) (eV): 7.38 / 7.39
Highest occupied orbital energy (alpha / beta) (eV): -9.229 / -9.230

Cartesian coordinates (Å):
O 0.378 0.895 -2.390
O 0.449 -1.188 0.436
O -0.567 -1.033 1.867
C -0.793 0.761 0.268
C 0.100 -0.099 -0.246
C 0.879 0.277 -1.483
H 1.953 -0.005 -1.481
H -0.804 0.860 1.347
H -1.338 1.450 -0.352
H -0.257 -1.918 2.034

Löwdin atomic charges, in units of e:
1. O 0.06
2. O 0.04
3. O 0.00
4. C 0.10
5. C -0.37
6. C -0.19
7. H 0.13
8. H 0.08
9. H 0.08
10. H 0.06

***

Record 4
ORCA calculation (ωB97M-V/def2-TZVPD) on C5H11NO in the gas phase in a non-equilibrium geometry.

Lowest unoccupied orbital energy (eV): 0.69
Energy (eV): -8897.5737
Relative energy (zero: lowest compared OMol25 entry of this formula, charge and spin) (kcal per mole): 95.1
SMILES: C[C@@H]1C[N@@+]1(C)C[O-]
Frontier orbital gap (eV): 8.63
Highest occupied orbital energy (eV): -7.933

Cartesian coordinates (Å):
O 1.484 1.570 -1.640
N 0.427 -0.173 -0.184
C 1.319 0.343 -1.625
C 1.259 0.071 1.037
C -0.934 0.287 -0.137
C -1.625 0.318 1.192
C -0.722 -1.046 -0.714
H 2.318 -0.111 0.825
H 0.574 -0.170 -2.282
H -2.700 0.377 1.006
H 1.182 1.145 1.280
H -1.310 1.170 1.795
H -0.909 -1.141 -1.797
H 2.167 -0.376 -1.454
H -1.082 1.137 -0.806
H -1.431 -0.607 1.749
H 0.959 -0.496 1.919
H -0.949 -1.956 -0.181

Löwdin atomic charges, in units of e:
1. O -0.12
2. N -0.16
3. C -0.40
4. C -0.01
5. C -0.34
6. C -0.05
7. C -0.01
8. H 0.09
9. H 0.08
10. H 0.09
11. H 0.11
12. H 0.08
13. H 0.11
14. H 0.11
15. H 0.16
16. H 0.08
17. H 0.08
18. H 0.11

***

Record 5
ORCA calculation (ωB97M-V/def2-TZVPD) on C4H3NO2S in the gas phase.

Lowest unoccupied orbital energy (eV): -0.10
Energy (eV): -20615.9734
Relative energy (zero: lowest compared OMol25 entry of this formula, charge and spin) (kcal per mole): 24.9
SMILES: O=Cc1cnc(S)o1
Frontier orbital gap (eV): 9.19
Highest occupied orbital energy (eV): -9.287

Cartesian coordinates (Å):
S -2.536 -0.590 0.000
O 2.863 -1.276 -0.004
O 0.136 -0.558 0.003
N -0.789 1.487 0.005
C 1.157 0.358 -0.001
C 0.592 1.596 -0.008
C -0.977 0.200 -0.004
C 2.531 -0.109 0.009
H -2.023 -1.845 0.000
H 3.261 0.721 -0.008
H 1.056 2.560 0.005

Löwdin atomic charges, in units of e:
1. S 0.87
2. O 0.07
3. O 0.05
4. N 0.09
5. C -0.23
6. C -0.04
7. C -0.76
8. C -0.21
9. H -0.10
10. H 0.13
11. H 0.12